Entry 1:
9
Properties=species:S:1:pos:R:3:forces:R:3 method="wB97M-V/def2-TZVPD" homo_energy_ev=-2.61 molar_mass_da=64.133 orbital_gap_ev=6.90 total_energy_ev=-13460.473 e_lumo_ev=4.3 charge=-1
S 2.857 0.314 0.161 0.0476 0.0781 0.0309
H 3.245 -0.969 0.230 -0.0521 -0.0233 -0.0094
C -1.134 -0.408 -0.006 -0.1924 -0.1367 -0.1851
N -0.580 0.860 -0.417 0.1648 0.6469 -0.2442
H -0.824 -1.185 -0.700 0.1599 -0.0858 -0.0829
H -0.858 -0.745 0.995 0.0315 -0.0012 0.2061
H -2.227 -0.360 -0.086 0.0356 -0.0200 0.1546
H 0.444 0.887 -0.350 -0.1819 -0.4307 0.0510
H -0.923 1.606 0.174 -0.0131 -0.0272 0.0791

Entry 2:
50
Properties=species:S:1:pos:R:3:forces:R:3 method="wB97M-V/def2-TZVPD" homo_energy_ev=-8.38 molar_mass_da=374.440 orbital_gap_ev=8.80 total_energy_ev=-33331.295 e_lumo_ev=0.4 smiles="COC(=O)[C@H](CNCc1cc(O)cc(C#N)c1)Cc1cccc2ccccc12"
C -2.545 -1.111 3.847 0.0699 0.0302 -0.1197
O -2.011 -1.021 2.516 0.0652 0.0359 0.0466
C -1.088 -0.062 2.338 -0.2379 -0.0402 -0.0059
O -0.732 0.685 3.216 -0.0391 -0.0750 -0.0784
C -0.535 -0.047 0.931 0.2489 0.2114 0.0055
C 0.941 -0.466 1.065 -0.0706 -0.0267 0.0542
N 1.469 -0.916 -0.207 -0.0043 -0.0261 -0.0659
C 2.894 -1.179 -0.177 0.0489 0.0286 0.0142
C 3.445 -1.381 -1.570 -0.0494 0.0001 -0.0063
C 4.804 -1.219 -1.797 0.0091 -0.0045 -0.0153
C 5.338 -1.375 -3.069 0.0285 0.0070 0.0218
O 6.684 -1.201 -3.206 -0.0313 -0.0025 -0.0030
C 4.515 -1.680 -4.141 -0.0558 -0.0039 0.0343
C 3.152 -1.836 -3.908 -0.0252 -0.0059 -0.0651
C 2.281 -2.128 -5.019 -0.0023 -0.0032 0.0103
N 1.586 -2.350 -5.907 0.0238 0.0190 0.0320
C 2.608 -1.698 -2.636 0.0615 0.0168 0.0186
C -0.763 1.381 0.331 0.2008 -0.0376 0.3520
C 0.363 1.941 -0.503 -0.1156 -0.0850 -0.2809
C 1.319 2.724 0.086 -0.0018 -0.0231 0.0098
C 2.425 3.219 -0.641 -0.0241 -0.0202 -0.0096
C 2.560 2.925 -1.964 -0.0176 -0.0107 -0.0187
C 1.591 2.128 -2.626 0.0349 0.0098 -0.0203
C 1.728 1.794 -3.997 0.0097 0.0184 0.0219
C 0.814 0.997 -4.622 -0.0163 0.0007 0.0331
C -0.291 0.495 -3.899 0.0351 0.0169 0.0119
C -0.455 0.810 -2.580 0.0395 0.0133 0.0238
C 0.478 1.640 -1.900 -0.0646 -0.0531 0.0488
H -3.267 -1.920 3.814 -0.0054 0.0066 0.0328
H -1.748 -1.327 4.556 -0.0157 -0.0154 0.0180
H -3.021 -0.172 4.123 -0.0200 -0.0126 0.0171
H -1.040 -0.804 0.333 -0.0293 -0.0219 0.0119
H 1.513 0.366 1.500 0.0083 0.0323 -0.0150
H 1.013 -1.295 1.777 -0.0170 -0.0075 -0.0228
H 1.297 -0.208 -0.909 -0.0115 0.0108 -0.0030
H 3.461 -0.362 0.298 -0.0161 0.0150 -0.0051
H 3.077 -2.071 0.432 0.0009 -0.0322 -0.0360
H 5.473 -0.956 -0.986 0.0024 0.0034 0.0066
H 6.935 -1.326 -4.126 0.0054 -0.0015 0.0004
H 4.912 -1.791 -5.143 0.0141 0.0023 -0.0023
H 1.546 -1.826 -2.485 -0.0097 0.0002 0.0142
H -1.706 1.386 -0.213 0.0018 0.0281 -0.0258
H -0.879 2.057 1.179 -0.0425 0.0120 -0.0141
H 1.228 2.962 1.140 -0.0017 -0.0011 0.0034
H 3.161 3.829 -0.134 0.0119 0.0077 -0.0129
H 3.406 3.291 -2.534 0.0111 0.0087 0.0174
H 2.585 2.180 -4.536 -0.0046 -0.0099 -0.0186
H 0.931 0.735 -5.665 0.0156 -0.0066 -0.0080
H -1.003 -0.150 -4.398 -0.0093 0.0018 0.0065
H -1.301 0.410 -2.038 -0.0087 -0.0105 -0.0141

Entry 3:
40
Properties=species:S:1:pos:R:3:forces:R:3 method="wB97M-V/def2-TZVPD" homo_energy_ev=-9.66 molar_mass_da=217.259 orbital_gap_ev=9.73 total_energy_ev=-22454.306 e_lumo_ev=0.1 smiles=CCNCC.O.O.O.O.O.O.O.O
C 0.331 -2.851 -1.006 3.6217 1.2268 -0.2094
N -0.050 -1.432 -1.149 -0.2499 -0.9335 -0.7934
C -0.545 -1.149 -2.554 -0.4651 1.6582 1.5807
C -1.501 0.107 -2.466 -0.4436 0.4500 -1.6694
C 1.087 -3.065 0.310 1.4209 -1.0606 2.4760
H -0.452 -3.524 -1.228 -1.0320 -0.9027 -0.0420
H 1.198 -3.037 -1.745 -1.5999 0.1804 0.5445
H -0.715 -1.260 -0.392 -0.1466 0.4154 -0.7003
H 0.373 -0.866 -3.133 -0.9541 -0.6740 0.1640
H -1.136 -1.994 -2.983 0.7258 0.4238 0.1691
H -0.944 1.114 -2.374 -0.8901 -1.6788 0.5156
H -2.041 0.283 -3.491 0.8113 -0.6298 1.8278
H -2.311 -0.089 -1.681 1.2203 0.7301 -1.0261
H 2.129 -2.597 0.240 -1.7721 0.3039 0.3269
H 1.480 -4.108 0.478 -0.9572 0.4132 -0.6896
H 0.588 -2.899 1.380 0.7321 0.3665 -2.4803
H 2.278 1.437 0.695 -0.1854 1.4094 0.3766
H 2.843 0.718 1.740 1.2767 -1.3343 1.0116
O 2.400 1.539 1.660 -0.8810 0.4322 -0.7069
H 0.668 0.533 4.036 -0.5678 1.1959 2.6621
H 1.087 0.537 2.735 1.3486 1.3214 -2.1915
O 0.713 -0.061 3.335 -0.4723 -2.5392 -0.2407
H 1.952 0.233 -0.377 -4.8108 -0.2855 1.3320
H 2.826 0.748 -1.363 0.4269 0.8779 -1.0488
O 2.790 0.129 -0.656 4.4311 -1.2845 -0.8351
H -2.553 -1.414 0.132 -0.1404 0.6661 0.0098
H -3.472 -1.736 1.238 0.0962 1.3133 -0.1684
O -3.097 -0.936 0.786 -0.4007 -2.2762 0.1790
H 0.332 3.140 2.241 0.3798 -0.3139 0.0182
H -0.858 2.161 2.053 0.1446 -1.0531 -0.1933
O -0.620 3.070 2.200 -0.0577 2.1055 0.6462
H -1.909 0.250 1.548 -0.5363 -0.8337 0.0959
H -0.349 0.088 1.478 -0.0568 -0.4164 0.4225
O -1.084 0.687 1.367 0.3220 0.9270 -0.9575
H 0.401 2.984 -0.935 0.0109 0.4085 0.3048
H 0.540 1.571 -1.096 0.5693 0.0633 0.2989
O 1.080 2.313 -0.757 0.1379 -1.0221 -0.9647
H -1.342 2.374 -0.049 -0.2868 -3.2847 2.2121
H -0.856 3.833 0.255 -1.7740 -2.6583 -1.9134
O -1.261 3.168 -0.472 1.0046 6.2928 -0.3436

Entry 4:
70
Properties=species:S:1:pos:R:3:forces:R:3 method="wB97M-V/def2-TZVPD" homo_energy_ev="-1.58 / -1.81" molar_mass_da=767.035 s2=0.783 orbital_gap_ev="5.84 / 6.06" total_energy_ev=-88353.494 e_lumo_ev="4.3 / 4.3" charge=-2 spin_multiplicity=2
Ru 0.173 0.173 0.857 0.3297 0.6015 -1.5079
S 1.048 2.354 0.894 -0.3677 0.1312 0.3628
C -0.150 3.264 0.000 0.2579 -0.1439 -0.0764
C -0.095 4.690 0.125 -0.0228 0.0088 0.0165
N -0.045 5.835 0.248 0.0351 -0.0216 -0.0090
C -1.051 2.682 -0.833 -0.0079 0.0291 -0.2061
S -1.145 0.964 -1.107 0.1922 0.1125 0.4203
C -1.963 3.496 -1.586 0.0852 -0.0199 -0.0031
N -2.704 4.118 -2.213 -0.0248 0.0012 0.0106
O 0.613 0.129 3.774 -0.1101 -0.0244 -0.0458
C 0.451 0.067 2.632 0.2966 -0.2842 0.3448
C 7.485 -0.185 1.155 0.0153 -0.0080 -0.0018
C 6.828 0.387 2.244 -0.0217 0.0171 0.0062
C 5.449 0.423 2.289 0.0285 -0.0011 0.0100
C 4.657 -0.104 1.241 -0.0895 -0.0509 0.0240
C 5.346 -0.680 0.147 0.0221 0.0003 -0.0175
C 6.727 -0.718 0.115 -0.0146 0.0000 -0.0031
C 3.239 -0.085 1.360 0.2481 -0.0340 -0.0759
C 2.265 -0.491 0.339 -0.6668 0.2524 0.1714
C 2.477 -0.033 -1.072 0.0062 -0.1139 -0.0382
C 1.829 -0.652 -2.147 0.0251 0.0004 -0.0162
C 1.978 -0.188 -3.445 0.0112 0.0117 0.0050
C 2.785 0.907 -3.716 -0.0054 -0.0005 -0.0111
C 3.431 1.537 -2.661 0.0118 -0.0015 0.0037
C 3.275 1.076 -1.364 -0.0284 0.0714 0.0092
H 8.567 -0.219 1.121 -0.0011 0.0090 -0.0045
H 7.401 0.808 3.062 0.0011 -0.0061 0.0021
H 4.945 0.873 3.137 -0.0007 -0.0131 0.0078
H 4.777 -1.103 -0.670 0.0152 -0.0188 0.0121
H 7.223 -1.175 -0.734 0.0006 0.0034 -0.0006
H 2.879 0.102 2.362 -0.0200 0.0559 0.0061
H 1.168 -1.486 -1.964 -0.0085 0.0173 -0.0080
H 1.437 -0.677 -4.247 0.0046 -0.0043 -0.0020
H 2.890 1.279 -4.729 0.0034 -0.0026 0.0009
H 4.047 2.410 -2.844 -0.0074 0.0039 0.0011
H 3.755 1.611 -0.556 -0.0067 -0.0097 0.0100
O 1.441 -2.910 -0.325 -0.0578 0.0580 -0.0463
B 1.680 -1.873 0.619 0.2049 -0.3282 0.3064
O 1.581 -2.451 1.929 0.1201 0.0186 -0.0783
C 1.136 -3.712 1.750 -0.0251 -0.0630 -0.0231
C 0.801 -4.651 2.699 -0.0222 0.0087 0.0092
C 0.359 -5.897 2.239 0.0086 0.0034 0.0009
C 0.268 -6.174 0.883 0.0061 0.0159 -0.0093
C 0.614 -5.212 -0.075 -0.0279 -0.0151 0.0091
C 1.042 -3.991 0.386 0.0272 0.0023 0.0227
H 0.866 -4.419 3.754 0.0011 -0.0012 -0.0014
H 0.079 -6.658 2.958 -0.0060 0.0030 0.0000
H -0.081 -7.146 0.558 -0.0021 0.0008 -0.0004
H 0.539 -5.409 -1.136 0.0020 0.0000 0.0001
C -4.204 -0.719 -0.828 -0.1648 -0.0317 -0.0157
C -4.920 -0.598 0.487 -0.0620 0.1031 -0.0842
C -5.679 0.535 0.765 0.0571 -0.0514 -0.0389
C -6.348 0.660 1.968 -0.0147 -0.0256 0.0844
Cl -7.314 2.089 2.272 -0.0115 0.0100 0.0049
C -6.273 -0.326 2.934 -0.0261 0.0765 -0.0302
C -5.504 -1.446 2.674 0.0147 -0.0971 -0.0608
C -4.831 -1.586 1.468 -0.0785 -0.0016 -0.0722
O -4.178 -2.774 1.274 0.0076 0.0204 0.2011
C -2.857 -2.804 0.744 0.0677 -0.1453 -0.1007
C -1.966 -1.612 1.057 0.0900 -0.1048 0.2102
O -2.307 -0.739 1.848 -0.0642 -0.1044 0.0609
O -0.860 -1.662 0.415 0.0166 0.0614 0.3135
H -4.624 -0.020 -1.552 0.0388 0.0134 0.0016
H -4.293 -1.730 -1.229 -0.0751 0.0602 -0.0498
H -3.143 -0.474 -0.724 -0.2369 0.0101 -0.0869
H -5.739 1.329 0.032 -0.0067 -0.0095 -0.0131
H -6.793 -0.211 3.875 -0.0030 -0.0005 0.0037
H -5.393 -2.229 3.412 -0.0022 -0.0098 0.0136
H -2.876 -2.937 -0.340 0.0396 -0.0379 0.0744
H -2.383 -3.687 1.178 -0.0011 -0.0071 -0.0027

Entry 5:
71
Properties=species:S:1:pos:R:3:forces:R:3 method="wB97M-V/def2-TZVPD" homo_energy_ev="-4.83 / -4.84" molar_mass_da=1020.014 s2=12.042 orbital_gap_ev="7.08 / 7.10" total_energy_ev=-146946.954 e_lumo_ev="2.3 / 2.3" charge=-1 spin_multiplicity=7
Tb -0.333 -0.983 -0.116 2.0128 -0.9834 1.1355
C 1.438 -1.367 -4.407 0.1538 0.0623 0.0354
O 2.613 -2.016 -3.917 -0.1662 -0.1327 -0.0908
C 3.258 -1.457 -2.849 0.1512 -0.0603 0.0127
C 4.636 -1.448 -2.899 0.0590 0.0504 -0.0193
C 5.403 -0.948 -1.844 -0.0796 -0.0111 -0.0015
C 4.754 -0.440 -0.742 0.0475 -0.0150 -0.0364
C 3.355 -0.459 -0.658 0.0153 0.2184 0.3339
C 2.759 0.127 0.532 0.2231 0.0064 -0.2074
N 1.511 0.192 0.776 0.0816 0.5091 0.4040
N 1.185 0.807 1.993 0.1536 -0.0088 -0.1128
C -0.089 1.052 2.054 0.0474 0.0203 0.1705
O -0.964 0.813 1.122 0.2580 0.0430 0.2258
C -0.566 1.645 3.339 -0.1977 0.0092 -0.1553
C 0.088 1.395 4.543 0.0135 0.0429 0.0037
C -0.403 1.934 5.724 -0.0266 0.0066 -0.0413
C -1.543 2.732 5.711 0.0464 -0.0312 -0.0202
C -2.195 2.981 4.512 0.0198 -0.0356 -0.0412
C -1.714 2.429 3.332 -0.1121 0.0209 0.0750
C 2.572 -1.008 -1.694 -0.2616 -0.0718 0.0100
O 1.274 -1.134 -1.606 -0.1089 0.1357 -0.0100
H 1.346 -1.661 -5.451 0.0209 -0.0128 -0.0251
H 1.547 -0.281 -4.344 -0.0089 0.0176 -0.0044
H 0.555 -1.663 -3.854 -0.0654 -0.0302 0.0520
H 5.103 -1.849 -3.792 -0.0005 0.0130 0.0293
H 6.484 -0.956 -1.901 -0.0207 -0.0015 -0.0022
H 5.316 -0.026 0.089 -0.0190 -0.0214 -0.0363
H 3.432 0.563 1.270 0.0848 -0.0128 -0.0089
H 0.975 0.776 4.534 -0.0179 0.0175 -0.0024
H 0.104 1.730 6.659 -0.0067 -0.0004 -0.0092
H -1.924 3.150 6.634 0.0067 -0.0034 -0.0022
H -3.088 3.593 4.496 0.0041 -0.0033 0.0020
H -2.228 2.592 2.392 0.0346 0.0060 0.0280
F -3.642 -3.880 -2.002 -0.0855 -0.1350 -0.0119
C -4.029 -2.656 -2.335 -0.0381 -0.0683 -0.0038
F -4.310 -2.610 -3.628 -0.0563 -0.0769 -0.0897
F -5.103 -2.323 -1.636 -0.1178 0.0020 0.0510
S -2.640 -1.538 -1.964 0.0320 0.4064 -0.1973
O -2.488 -1.599 -0.493 -1.1081 -0.1659 -0.9394
O -1.482 -2.004 -2.677 -0.4184 -0.0538 0.1093
N -3.236 -0.173 -2.485 0.1061 -0.0603 0.1209
S -2.316 1.092 -2.193 0.5733 -0.4983 0.0459
O -2.320 2.065 -3.228 0.0225 -0.1443 -0.1364
O -1.016 0.641 -1.670 -1.1869 1.0450 -0.5339
C -3.258 1.932 -0.845 0.0797 0.0289 -0.1711
F -4.372 2.423 -1.395 -0.0014 0.0620 0.1012
F -2.530 2.927 -0.364 -0.0437 0.1237 0.1129
F -3.606 1.107 0.128 -0.0035 -0.0970 0.1174
F 2.200 -5.684 -3.994 -0.0037 0.0265 0.0600
C 2.063 -5.092 -2.798 0.0117 -0.0968 -0.2041
C 3.160 -4.895 -1.986 0.1436 0.0200 0.0462
F 4.370 -5.295 -2.405 -0.0650 0.0106 0.0277
C 3.019 -4.273 -0.757 0.3511 -0.0563 0.0282
F 4.129 -4.100 -0.026 -0.0808 0.0013 -0.0231
C 1.792 -3.824 -0.290 -0.0651 0.1874 0.3058
S 1.542 -2.950 1.206 0.0235 -0.0556 -0.2166
C 0.727 -4.049 -1.144 -0.1899 -0.0860 0.0017
F -0.491 -3.600 -0.742 -0.1839 -0.0951 -0.1477
C 0.822 -4.664 -2.370 -0.1304 0.0017 -0.0635
F -0.254 -4.840 -3.150 0.0507 0.0099 0.0576
Cl -4.395 -0.038 4.581 0.1107 -0.1045 -0.0280
C -3.103 -1.098 4.089 -0.1397 0.0909 0.1131
C -2.608 -2.054 4.953 -0.0279 -0.0241 0.1158
C -1.594 -2.874 4.492 0.0084 -0.0266 -0.0012
C -1.118 -2.703 3.201 -0.1018 0.0923 -0.0413
N -1.585 -1.756 2.381 0.1192 -0.0533 0.0145
C -2.566 -0.969 2.824 0.0258 0.0719 -0.2980
H -3.009 -2.147 5.954 0.0089 -0.0066 -0.0152
H -1.166 -3.642 5.122 -0.0257 0.0171 0.0014
H -0.331 -3.329 2.802 0.0269 0.0173 -0.0201
H -2.920 -0.196 2.153 0.0371 -0.0540 0.0210

Entry 6:
18
Properties=species:S:1:pos:R:3:forces:R:3 method="wB97M-V/def2-TZVPD" homo_energy_ev=-8.73 molar_mass_da=118.136 orbital_gap_ev=9.30 total_energy_ev=-11385.441 e_lumo_ev=0.6 smiles="C/C=C/O.NC(N)=O"
C -0.151 0.364 2.393 0.1995 -0.1290 -0.4424
C -0.358 -1.062 1.968 -0.6190 -0.2357 0.0217
C -1.188 -1.479 1.020 0.3670 0.0967 0.1912
O -1.357 -2.827 0.818 0.0382 -0.1119 0.2497
H 0.786 0.457 2.935 0.0669 0.0755 0.0141
H -0.081 0.990 1.502 -0.0253 0.1761 0.1146
H -0.944 0.754 3.031 -0.0820 -0.1011 0.0344
H 0.110 -1.876 2.506 0.2818 0.0859 0.2099
H -1.778 -0.824 0.393 -0.0450 0.1296 -0.0770
H -1.626 -2.999 -0.080 -0.1996 -0.0198 -0.3408
N 0.178 0.196 -1.549 0.0463 -0.4499 -0.1542
C 1.181 1.131 -1.748 -0.1379 -0.1621 0.2401
N 1.058 1.870 -2.906 0.0156 0.3224 -0.0485
O 2.078 1.275 -0.946 0.1978 0.1231 -0.0907
H 0.467 -0.481 -0.850 -0.2102 0.1678 -0.0061
H -0.202 -0.245 -2.380 0.0934 0.2205 0.1449
H 0.116 2.115 -3.182 0.1754 -0.0955 -0.0212
H 1.710 2.643 -2.925 -0.1629 -0.0926 -0.0399

Result set for ΔE to the lowest compared entry with this formula, charge and spin: 0.8; 40.9; 77.4; 0.0; 0.0; 33.7 kcal per mole, one per record in the order listed.